The following is a DFT calculation (ωB97M-V with the def2-TZVPD basis set) of a molecular structure, C38H76AgN3O8 at a distorted geometry.

Geometry (Å):
1 Ag -3.871 3.315 1.250
2 C -0.754 0.507 -0.329
3 C -2.198 0.479 0.197
4 C -2.580 -0.876 0.841
5 O -2.477 1.512 1.088
6 H -0.535 -0.187 -1.140
7 H -0.064 0.350 0.500
8 H -0.554 1.533 -0.639
9 H -2.856 0.495 -0.672
10 H -3.556 -0.836 1.325
11 H -1.936 -0.988 1.714
12 H -2.410 -1.642 0.085
13 C 1.520 -1.117 5.885
14 C 2.559 -1.679 4.902
15 C 1.832 -2.084 3.558
16 C 1.438 -0.754 2.934
17 C 2.669 0.131 2.575
18 C 3.511 0.523 3.872
19 N 3.623 -0.635 4.781
20 O 4.343 -0.496 5.951
21 C 4.887 0.970 3.399
22 C 2.790 1.733 4.466
23 C 3.091 -3.032 5.503
24 H 1.381 -0.046 6.029
25 H 1.375 -1.738 6.770
26 H 0.562 -1.373 5.431
27 H 2.530 -2.534 2.852
28 H 0.962 -2.717 3.738
29 H 0.806 -0.165 3.598
30 H 0.756 -0.854 2.089
31 H 2.183 0.918 1.999
32 H 3.331 -0.462 1.943
33 H 5.690 1.219 4.093
34 H 5.271 0.208 2.722
35 H 4.830 1.936 2.898
36 H 1.780 1.500 4.801
37 H 3.269 1.932 5.424
38 H 2.636 2.708 4.004
39 H 3.404 -2.964 6.545
40 H 3.963 -3.486 5.032
41 H 2.212 -3.674 5.454
42 H 5.163 -0.987 5.856
43 C 3.207 -1.221 -0.917
44 C 3.536 0.008 -1.884
45 C 4.491 0.999 -1.194
46 C 5.843 0.399 -0.894
47 C 6.509 -0.119 -2.185
48 C 5.579 -1.077 -3.075
49 N 4.214 -0.472 -3.113
50 O 3.405 -1.247 -3.948
51 C 6.265 -1.155 -4.472
52 C 5.528 -2.580 -2.557
53 C 2.337 0.881 -2.261
54 H 4.171 -1.486 -0.482
55 H 2.600 -2.031 -1.321
56 H 2.626 -0.930 -0.042
57 H 4.633 1.827 -1.888
58 H 4.166 1.388 -0.229
59 H 5.711 -0.391 -0.155
60 H 6.555 1.133 -0.518
61 H 7.355 -0.735 -1.880
62 H 7.087 0.679 -2.651
63 H 7.193 -0.607 -4.637
64 H 6.654 -2.153 -4.672
65 H 5.586 -1.015 -5.313
66 H 4.633 -3.101 -2.895
67 H 6.214 -3.280 -3.033
68 H 5.655 -2.655 -1.477
69 H 2.495 1.697 -2.966
70 H 2.027 1.347 -1.326
71 H 1.530 0.207 -2.551
72 H 3.373 -0.690 -4.728
73 C -6.001 0.286 -2.939
74 C -5.876 -1.215 -3.321
75 C -7.119 -2.068 -2.908
76 C -8.308 -2.033 -3.735
77 C -7.969 -2.426 -5.142
78 C -6.779 -1.533 -5.681
79 N -5.573 -1.476 -4.726
80 O -4.403 -0.861 -5.259
81 C -6.246 -2.230 -6.879
82 C -7.225 -0.088 -6.010
83 C -4.726 -1.730 -2.379
84 H -5.388 1.032 -3.445
85 H -5.655 0.453 -1.919
86 H -7.055 0.562 -2.957
87 H -6.756 -3.095 -2.867
88 H -7.433 -1.859 -1.885
89 H -8.921 -1.142 -3.595
90 H -8.964 -2.854 -3.444
91 H -8.784 -2.158 -5.814
92 H -7.606 -3.431 -5.357
93 H -7.079 -2.703 -7.401
94 H -5.755 -1.450 -7.462
95 H -5.479 -2.973 -6.662
96 H -8.016 -0.163 -6.756
97 H -7.657 0.258 -5.071
98 H -6.403 0.560 -6.316
99 H -3.942 -1.007 -2.154
100 H -4.182 -2.620 -2.696
101 H -5.128 -2.064 -1.422
102 H -3.850 -1.644 -5.215
103 O -3.990 2.721 3.591
104 C -3.029 2.270 4.244
105 O -2.678 2.699 5.477
106 C -1.752 1.767 6.045
107 C -2.183 0.536 5.435
108 C -2.499 0.899 4.037
109 H -1.933 1.691 7.117
110 H -0.706 2.064 5.969
111 H -3.043 0.013 5.853
112 H -1.432 -0.248 5.525
113 H -3.244 0.194 3.667
114 H -1.649 0.926 3.356
115 O 3.484 5.909 1.984
116 C 2.743 5.206 1.404
117 O 2.345 4.062 1.877
118 C 1.242 3.577 1.002
119 C 0.879 4.690 0.130
120 C 2.270 5.381 0.003
121 H 0.415 3.113 1.539
122 H 1.663 2.935 0.228
123 H 0.169 5.294 0.695
124 H 0.393 4.374 -0.793
125 H 2.053 6.386 -0.358
126 H 3.005 4.949 -0.676

The calculation puts the highest occupied orbital energy (spin up / spin down) at -9.274 / -9.274 eV. The value obtained for the orbital gap (spin up / spin down) is 6.58 / 2.67 eV. The multiplicity is 2. The LUMO energy (spin up / spin down) comes out at -2.691 / -6.602 eV. As for the charge: +1.